Record 1
The following is a quantum chemistry calculation of a structure of composition C46H54N6O2PRu, from the Open Molecules 2025 dataset.

Positions of all 110 atoms, in Å:
Ru1 0.355 0.856 -0.303
C1 -0.519 3.375 2.689
C2 0.864 3.286 2.830
C3 1.500 2.066 2.700
C4 0.762 0.909 2.411
C5 -0.633 1.001 2.294
C6 -1.264 2.238 2.431
P1 1.611 -0.708 2.456
C7 2.087 -1.018 4.124
C8 3.087 -1.977 4.375
C9 3.414 -2.296 5.677
C10 2.734 -1.692 6.732
C11 1.718 -0.771 6.488
C12 1.381 -0.439 5.192
C13 3.072 -0.675 1.409
C14 4.141 0.005 1.848
C15 5.243 0.014 0.849
C16 5.067 -0.002 -1.352
C17 3.788 0.041 -2.084
C18 3.565 -0.064 -3.421
C19 2.261 -0.209 -3.944
C20 1.142 -0.150 -3.074
C21 1.325 -0.159 -1.731
C22 2.683 -0.135 -1.093
H1 -1.013 4.330 2.813
H2 1.444 4.171 3.059
H3 2.574 2.008 2.824
H4 -1.222 0.100 2.181
H5 -2.344 2.299 2.373
H6 3.606 -2.453 3.553
H7 4.193 -3.019 5.878
H8 2.991 -1.947 7.751
H9 1.193 -0.312 7.315
H10 0.593 0.280 5.005
H11 4.222 0.468 2.825
H12 6.211 -0.143 1.316
H13 5.923 -0.189 -1.991
H14 4.405 -0.046 -4.105
H15 2.115 -0.289 -5.012
H16 0.155 -0.014 -3.504
C23 6.915 2.509 -1.718
C24 6.794 1.737 -0.398
C25 7.063 2.667 0.791
C26 7.888 0.659 -0.384
C27 5.353 1.142 -0.286
C28 4.814 -1.014 -0.209
C29 3.265 -1.159 -0.034
N1 2.309 1.044 -0.288
C30 2.981 2.199 -0.269
C31 4.352 2.271 -0.273
C32 2.012 3.321 -0.321
C33 2.327 4.657 -0.233
C34 1.346 5.640 -0.398
C35 0.050 5.187 -0.644
C36 -0.210 3.835 -0.708
N2 0.735 2.899 -0.556
C37 1.713 7.112 -0.338
C38 0.479 8.013 -0.404
C39 2.623 7.412 -1.543
C40 2.472 7.399 0.966
H17 7.899 2.972 -1.784
H18 6.177 3.308 -1.817
H19 6.808 1.848 -2.580
H20 8.110 2.972 0.787
H21 6.877 2.161 1.743
H22 6.470 3.583 0.769
H23 8.838 1.128 -0.641
H24 7.728 -0.140 -1.109
H25 8.025 0.209 0.599
H26 5.337 -1.966 -0.236
H27 2.893 -2.165 -0.214
H28 4.765 3.270 -0.266
H29 3.352 4.943 -0.042
H30 -0.766 5.879 -0.788
H31 -1.215 3.476 -0.890
H32 -0.051 7.914 -1.352
H33 0.791 9.053 -0.319
H34 -0.217 7.811 0.414
H35 2.106 7.225 -2.485
H36 3.533 6.810 -1.522
H37 2.917 8.462 -1.520
H38 1.873 7.138 1.841
H39 2.696 8.464 1.023
H40 3.423 6.868 1.021
N3 -1.736 0.420 -0.756
C41 -1.883 -1.048 -0.999
C42 -3.334 -1.459 -0.717
C43 -3.766 -2.919 -0.882
C44 -3.644 -3.518 -2.288
N4 -2.372 -4.188 -2.566
C45 -2.026 -5.372 -2.073
N5 -2.860 -6.054 -1.295
N6 -0.835 -5.893 -2.370
C46 -0.827 -1.816 -0.182
O1 -0.876 -3.020 -0.089
O2 0.091 -1.067 0.374
H41 -2.317 0.664 0.045
H42 -2.143 0.932 -1.536
H43 -1.622 -1.217 -2.047
H44 -3.975 -0.835 -1.349
H45 -3.560 -1.174 0.316
H46 -4.824 -2.947 -0.615
H47 -3.239 -3.544 -0.163
H48 -3.773 -2.756 -3.057
H49 -4.448 -4.236 -2.462
H50 -1.699 -3.723 -3.150
H51 -3.772 -5.703 -1.063
H52 -2.617 -6.967 -0.950
H53 -0.196 -5.421 -2.984
H54 -0.573 -6.809 -2.048

Its energy above the lowest of the compared OMol25 structures with the same formula, charge and spin is 468.6 kJ/mol. Its net charge is +3. The LUMO energy (alpha / beta) comes out at -7.225 / -9.265 eV. The expectation value of S² is 6.096. As for the spin multiplicity: 5.

Mulliken atomic charge list, values in e, 4 entries: atom 1 (Ru): 0.350, atom 2 (C): -0.969, atom 3 (C): -0.660, atom 4 (C): -0.213

---

Record 2
The following is a quantum chemistry calculation of the molecule C20H24N4O2, from the Open Molecules 2025 dataset.

Positions of all 50 atoms, in Å:
C1 6.975 2.023 1.421
C2 6.877 0.790 0.636
C3 6.805 1.214 -0.829
C4 5.477 1.909 -1.224
C5 4.239 1.055 -0.930
N1 4.345 0.630 0.519
C6 3.148 -0.010 1.136
C7 1.808 0.613 0.644
C8 0.507 0.080 1.425
N2 -0.765 0.384 0.774
C9 -1.376 1.629 0.649
O1 -0.698 2.627 0.720
C10 -2.742 1.841 0.426
C11 -3.268 3.022 -0.004
O2 -4.634 2.899 -0.244
C12 -4.895 1.568 0.051
N3 -6.196 1.224 0.131
C13 -6.337 -0.091 0.468
C14 -7.584 -0.578 0.812
C15 -7.741 -1.803 1.382
C16 -6.624 -2.623 1.563
C17 -5.334 -2.199 1.314
C18 -5.152 -0.887 0.831
N4 -3.900 -0.420 0.687
C19 -3.786 0.858 0.439
C20 5.640 -0.070 0.870
H1 7.633 1.853 2.279
H2 5.952 2.362 1.670
H3 7.423 2.867 0.820
H4 7.805 0.262 0.697
H5 7.695 1.711 -1.036
H6 6.900 0.308 -1.519
H7 5.568 2.253 -2.199
H8 5.281 2.791 -0.573
H9 3.308 1.643 -1.102
H10 4.146 0.258 -1.634
H11 3.083 0.163 2.189
H12 3.197 -1.001 0.919
H13 1.735 0.359 -0.460
H14 1.815 1.707 0.523
H15 0.685 -0.924 1.653
H16 0.465 0.647 2.348
H17 -1.333 -0.368 0.552
H18 -2.685 3.958 -0.191
H19 -8.423 0.059 0.583
H20 -8.666 -2.176 1.612
H21 -6.727 -3.670 1.914
H22 -4.606 -2.908 1.606
H23 5.751 -0.950 0.207
H24 5.667 -0.431 1.934

Its energy above the lowest of the compared OMol25 structures with the same formula, charge and spin is 444.9 kJ/mol. Its net charge is 0. The LUMO energy comes out at -0.932 eV. The structure (SMILES) is C[C@@H]1CCCN(CCCNC(=O)c2coc3nc4ccccc4nc23)C1. As for the spin multiplicity: 1.

natural (NBO) atomic charge list, values in e, 4 entries: atom 1 (C): -0.618, atom 2 (C): -0.250, atom 3 (C): -0.373, atom 4 (C): -0.412

---

Record 3
The following is a quantum chemistry calculation of the molecule CH3N3OS, from the Open Molecules 2025 dataset.

Positions of all 9 atoms, in Å:
C1 -0.531 -0.382 -0.123
N1 -1.217 1.882 0.243
N2 -2.366 1.338 -0.213
N3 -0.249 1.030 0.184
O1 -2.742 -1.102 0.755
S1 -2.378 -0.333 -0.442
H1 0.129 -0.375 -1.010
H2 -0.168 -1.070 0.675
H3 0.575 1.310 0.691

Its energy above the lowest of the compared OMol25 structures with the same formula, charge and spin is 377.1 kJ/mol. Its net charge is 0. The LUMO energy comes out at -0.066 eV. As for the spin multiplicity: 1.

natural (NBO) atomic charge list, values in e, 4 entries: atom 1 (C): -0.507, atom 2 (N): 0.113, atom 3 (N): -0.580, atom 4 (N): -0.353